7
Properties=species:S:1:pos:R:3:forces:R:3:nbo_charge:R:1 method="wB97M-V/def2-TZVPD" lumo_ha=0.0268 smiles="O=C=S.C#C" orbital_gap_ev=11.25 multiplicity=1
C -0.5730 0.3286 -0.5700 3.6 -1.0 4.3 -0.21
C 0.2824 0.0923 0.3131 -4.0 0.6 -4.4 -0.24
C 3.4117 0.4651 0.0965 0.2 0.8 0.1 0.42
O 2.9698 1.5153 0.1354 -0.7 1.2 0.0 -0.44
S 4.0987 -0.8984 0.0755 0.7 -1.9 -0.1 0.02
H -1.4589 0.4818 -1.1052 -0.5 0.4 -0.6 0.23
H 1.0072 -0.4875 0.7906 0.8 -0.1 0.8 0.22

---

6
Properties=species:S:1:pos:R:3:forces:R:3:nbo_charge:R:1 method="wB97M-V/def2-TZVPD" lumo_ha="-0.0521 / -0.0521" orbital_gap_ev="7.17 / 7.17" multiplicity=1
C -1.0968 0.7186 -0.1162 0.8 1.8 -0.6 -0.08
C -0.5196 -0.4831 0.1321 -1.6 -3.2 0.5 -0.57
C 0.8153 -0.5245 0.0117 2.8 3.5 0.3 0.09
S 2.2179 0.2365 0.0231 -1.6 -2.1 -0.2 0.22
H -0.2691 1.3634 -0.4769 -0.6 0.4 0.0 0.11
H -1.1476 -1.3109 0.4262 0.3 -0.5 0.1 0.23

---

48
Properties=species:S:1:pos:R:3:forces:R:3:nbo_charge:R:1 method="wB97M-V/def2-TZVPD" lumo_ha=0.0868 orbital_gap_ev=7.05 total_charge=-1 multiplicity=1
C 0.5878 -0.2703 0.2159 1.2 -0.3 1.6 -0.58
C 1.4639 -1.4306 0.7294 0.2 -0.3 -1.1 -0.52
S 0.5426 -2.7930 1.5060 -0.2 0.4 0.6 -0.63
C 1.0063 0.2899 -1.0940 -1.5 -0.1 -1.4 0.70
N 0.0445 1.0717 -1.6864 -0.6 -0.1 0.5 -0.88
O 2.0597 0.0998 -1.6827 0.5 -0.3 0.4 -0.69
H 0.7022 0.5221 0.9476 0.2 0.4 -0.1 0.24
H -0.4614 -0.4690 0.3317 -0.6 -0.5 -0.8 0.24
H 2.2919 -1.0459 1.3264 -0.3 -0.1 0.3 0.21
H 1.9724 -1.8663 -0.1352 0.0 0.1 -0.1 0.20
H 0.0208 1.0210 -2.6945 0.2 0.3 -0.2 0.41
H -0.9096 1.1020 -1.2871 0.7 0.0 -0.3 0.43
H -2.5962 -2.2048 2.1052 -0.2 0.0 0.3 0.47
H -1.2170 -1.6382 2.1752 0.0 -0.6 0.5 0.48
O -2.1010 -1.5733 2.6432 0.4 0.4 -0.5 -1.03
H -3.1314 1.0379 -1.2175 0.1 -0.3 -0.6 0.49
H -2.6552 2.0717 -0.3221 0.5 0.6 -0.2 0.49
O -2.6490 1.8763 -1.2730 -0.8 -0.5 0.8 -0.96
H -2.8288 0.1976 2.2793 -0.7 0.0 -0.2 0.51
H -3.9078 1.3582 2.0415 0.2 0.1 0.2 0.47
O -3.6158 0.4871 1.7685 0.2 -0.1 -0.1 -0.99
H -0.1417 3.1788 0.2132 0.1 0.1 1.0 0.49
H -0.8357 3.7885 -0.8483 -0.9 0.3 -0.1 0.47
O -1.0116 3.5982 0.0847 0.7 0.0 -0.5 -0.97
H 1.9595 2.2094 0.9216 -0.1 -0.1 -0.4 0.50
H 1.4068 2.2826 -0.5504 0.3 0.0 0.0 0.48
O 1.7495 2.8132 0.1792 0.0 0.3 0.3 -0.99
H -0.0970 -0.8279 -4.0779 0.9 0.3 -0.2 0.51
H 1.0443 0.1926 -4.3984 0.1 -0.3 0.2 0.47
O 0.1890 -0.1225 -4.6969 -0.8 0.3 -0.2 -0.98
H 0.1820 -2.6375 -2.2988 0.4 0.2 -0.1 0.51
H 1.5224 -1.8426 -2.5929 -0.2 0.0 0.2 0.49
O 0.6763 -2.1107 -2.9710 -0.3 -0.5 0.1 -1.01
H 4.0053 1.0769 0.1688 -0.2 -0.1 -0.3 0.48
H 4.3073 0.8456 -1.3418 -0.5 -0.1 0.2 0.48
O 4.7081 0.9466 -0.4755 0.7 0.1 0.2 -0.96
H 0.6623 -0.4174 4.3599 0.3 -0.2 0.1 0.50
H -0.3882 0.2109 3.5292 -0.4 0.1 0.0 0.49
O 0.4957 0.3951 3.8683 -2.8 -1.4 2.1 -0.90
H -2.6606 -1.8482 -0.9822 0.0 -0.1 0.4 0.49
H -3.1673 -0.9895 0.2794 0.1 -0.2 -0.2 0.50
O -2.8797 -0.9744 -0.6429 -0.1 0.4 -0.3 -0.99
H -0.6004 -3.3200 -0.2548 0.2 0.3 0.0 0.49
H -0.1811 -4.4541 -1.0957 0.0 -0.1 -0.3 0.48
O -0.7276 -3.6642 -1.1813 -0.2 -0.1 0.3 -1.02
H 1.2722 0.6263 2.7812 0.4 0.0 0.1 0.48
H 1.8682 2.0372 2.8589 0.0 -0.2 0.3 0.46
O 2.0236 1.1627 2.4868 2.7 1.9 -2.2 -0.99

---

46
Properties=species:S:1:pos:R:3:forces:R:3:nbo_charge:R:1 method="wB97M-V/def2-TZVPD" lumo_ha=0.0071 smiles=CCCN.O.O.O.O.O.O.O.O.O.O.O orbital_gap_ev=9.77 multiplicity=1
C -0.1107 1.3248 0.3719 1.1 -1.9 -0.2 -0.25
C -0.3986 -0.1715 0.6534 -0.1 -0.8 -0.7 -0.39
C 0.6893 -1.2622 0.3396 -0.7 2.1 1.2 -0.60
N -1.1717 2.0809 0.9972 -0.3 0.4 -0.2 -0.87
H 0.1060 1.3317 -0.7092 -1.0 0.7 -0.3 0.19
H 0.8999 1.5985 0.6818 -0.2 0.0 0.9 0.18
H -1.2777 -0.5049 0.0861 0.4 0.6 -0.1 0.19
H -0.7673 -0.3466 1.6677 0.3 0.3 0.2 0.17
H 1.1652 -1.3729 1.3047 0.5 -0.7 -0.2 0.20
H 1.4597 -0.9319 -0.3426 0.0 -0.1 -0.2 0.22
H 0.1443 -2.1280 0.0227 0.3 -0.6 -0.1 0.19
H -1.9788 2.0358 0.3830 -0.2 0.0 0.1 0.40
H -1.0059 3.0666 1.1562 0.4 0.0 -0.3 0.36
H -2.8323 -0.1616 -0.2168 -0.3 0.4 -0.1 0.48
H -3.4855 -0.6596 -1.4895 -0.1 0.2 -0.1 0.47
O -3.3922 -0.8603 -0.5581 -0.3 -1.1 0.3 -0.95
H -1.0381 -4.0698 0.1274 -0.1 0.0 0.2 0.49
H -2.5156 -3.7046 -0.1601 0.0 0.0 0.2 0.49
O -1.7097 -4.0487 -0.5630 0.0 0.1 -0.1 -0.95
H -0.0462 -2.2291 3.9137 0.0 0.1 0.1 0.46
H 1.2193 -1.8314 3.1762 0.0 0.1 0.1 0.48
O 0.6803 -2.5932 3.4046 0.0 -0.4 0.0 -0.94
H 3.6155 2.7591 0.7749 0.5 0.0 -0.1 0.48
H 2.3413 3.1098 0.2443 -0.2 0.1 -0.7 0.47
O 3.2013 2.8255 -0.0992 -0.3 0.4 1.0 -0.93
H 3.9493 0.3141 -1.1905 -0.1 0.1 -0.1 0.48
H 3.3023 1.0098 0.0026 0.0 -0.2 -0.5 0.49
O 3.4828 0.1298 -0.3710 0.2 -0.3 0.5 -0.98
H 2.1712 1.4914 3.1602 -0.1 0.3 -0.1 0.50
H 1.2051 2.3869 2.4457 -0.1 0.1 0.1 0.47
O 2.1316 2.3411 2.6945 0.5 0.1 -0.2 -0.97
H -0.0814 0.5126 3.1923 0.1 0.2 -0.9 0.49
H 0.2227 0.3748 4.5951 0.7 0.0 0.4 0.48
O 0.6962 0.4076 3.7516 -1.0 -0.4 0.7 -0.96
H -1.3836 0.2819 -4.3168 0.0 0.2 0.1 0.48
H -1.8723 -0.6676 -3.2117 0.2 0.2 -0.2 0.51
O -2.0990 0.1666 -3.6842 -0.1 -0.5 0.1 -0.99
H -1.4139 -2.3779 -1.4736 0.1 -0.4 -0.4 0.52
H -0.5342 -2.5253 -2.7691 -0.1 -0.3 0.2 0.48
O -1.0571 -1.9118 -2.2495 -0.1 0.6 -0.2 -0.99
H -3.6992 1.9980 -1.8791 0.0 0.0 -0.1 0.48
H -2.4653 1.1242 -2.2544 -0.1 0.4 -0.3 0.51
O -2.8922 1.6182 -1.5258 0.3 0.2 0.2 -1.01
H 1.5947 -0.2090 -2.0715 0.1 -0.3 -0.1 0.48
H 2.2085 -0.3031 -3.5223 -0.2 -0.3 0.2 0.47
O 1.9762 0.2848 -2.8015 0.0 0.7 -0.4 -0.95

---

47
Properties=species:S:1:pos:R:3:forces:R:3:nbo_charge:R:1 method="wB97M-V/def2-TZVPD" lumo_ha=0.0939 orbital_gap_ev=8.33 total_charge=-1 multiplicity=1
C -21.6471 22.2851 3.0643 -1.0 1.2 1.5 -0.64
C -20.6057 22.3825 4.2055 2.1 -0.7 -2.2 0.07
C -21.0066 22.0719 5.6143 -1.6 -0.4 0.3 -0.66
O -19.5554 21.5393 3.7726 -1.0 0.0 0.6 -0.99
H -21.2037 22.4135 2.0874 0.1 -1.3 -0.2 0.19
H -22.2382 23.1799 3.0224 -1.0 0.7 0.5 0.20
H -22.3657 21.4554 3.2139 0.6 0.2 -0.5 0.21
H -20.0758 23.3330 4.2170 -0.8 1.2 -0.2 0.15
H -21.2176 21.0238 5.6839 -0.4 -0.7 -0.1 0.20
H -21.9483 22.5598 5.9395 0.7 0.2 0.0 0.20
H -20.1874 22.1293 6.3178 0.2 0.7 0.1 0.23
O -18.4944 19.9273 2.1287 0.6 0.2 -0.6 -1.00
H -18.8875 20.6159 2.7413 -0.4 -0.6 -0.3 0.52
H -19.1685 19.3666 1.7448 -0.2 0.1 0.3 0.43
O -21.0290 18.7493 6.9270 -1.3 -0.2 1.4 -0.92
H -20.7599 19.1481 6.1280 1.6 0.1 -2.3 0.51
H -21.7780 19.3344 7.0833 -0.6 -0.4 0.4 0.45
O -23.9829 19.4964 1.8400 0.7 0.4 -0.6 -0.95
H -23.1476 20.0005 1.9763 -0.8 -0.7 -0.2 0.48
H -23.9813 19.3332 0.8768 0.1 0.2 0.7 0.47
O -21.1609 19.1625 3.9814 -0.7 -0.8 0.1 -0.96
H -20.7825 18.8914 3.1396 0.2 0.0 0.2 0.47
H -21.1372 20.1163 3.9553 0.6 0.4 -0.2 0.48
O -18.8812 24.5441 6.1429 0.8 -0.3 -1.0 -0.95
H -19.0409 25.0329 6.9251 -0.4 0.7 1.2 0.47
H -19.6517 24.0115 5.9629 -0.5 -0.2 0.1 0.48
O -19.9931 20.2183 8.8205 -0.2 0.5 1.2 -1.01
H -20.4571 19.7592 9.5468 0.4 0.3 -0.7 0.47
H -20.2422 19.7624 7.9986 0.2 -0.6 -0.1 0.50
O -18.5986 20.1819 5.7609 -0.8 -2.9 -0.3 -1.01
H -18.3023 20.8387 6.3371 1.2 1.7 1.3 0.47
H -19.0857 20.6286 5.0644 0.1 0.4 -1.0 0.48
O -19.4267 23.8029 1.4310 -0.3 1.1 -0.7 -0.94
H -20.0092 23.3457 2.0157 -0.5 -0.1 0.9 0.47
H -18.7978 23.1217 1.2856 1.4 -1.0 -0.4 0.48
O -17.2758 22.6469 4.2990 0.3 -0.2 -0.5 -0.99
H -17.5656 23.3219 4.8916 0.2 1.1 0.7 0.46
H -18.1544 22.2842 4.0477 0.1 -0.7 -0.3 0.49
O -18.0652 25.6279 3.1052 0.0 1.7 1.3 -0.95
H -18.8929 25.9061 3.5287 0.5 0.0 0.0 0.45
H -18.3689 24.9694 2.5150 -0.4 -1.4 -1.2 0.49
O -17.9559 21.8930 7.7717 1.0 -2.0 0.4 -0.94
H -18.7757 21.5910 8.1442 -0.7 -0.7 0.7 0.49
H -18.0610 22.7956 7.6606 -0.1 2.9 -0.6 0.46
O -21.3400 20.3255 0.3002 -2.4 -1.1 -0.9 -0.94
H -20.7649 20.8143 0.8115 1.7 2.1 2.4 0.47
H -20.7104 19.9367 -0.2693 0.8 -1.1 -1.4 0.47

---

47
Properties=species:S:1:pos:R:3:forces:R:3:nbo_charge:R:1 method="wB97M-V/def2-TZVPD" lumo_ha=0.0974 orbital_gap_ev=8.24 total_charge=-1 multiplicity=1
C -0.2570 0.0439 2.6588 2.2 0.5 0.5 -0.63
C -0.0232 0.8027 1.2703 -3.0 -0.3 1.6 0.09
C 0.9043 0.0647 0.3645 0.9 0.7 -1.7 -0.67
O -1.3588 0.8502 0.7984 0.9 0.3 -1.4 -1.03
H -0.9257 0.6129 3.3646 0.5 -0.7 -1.0 0.22
H 0.7490 0.0203 3.1358 -0.4 0.1 0.4 0.15
H -0.5322 -1.0489 2.5700 0.0 1.6 -0.1 0.21
H 0.3690 1.8330 1.3749 0.0 -0.3 0.6 0.16
H 0.6067 -1.0061 0.3145 0.4 0.8 -0.5 0.21
H 1.9529 0.2257 0.7121 -0.5 -0.3 -0.2 0.20
H 0.9518 0.5713 -0.6914 -0.4 -1.1 1.9 0.22
O 1.8519 3.8813 -1.1421 1.8 0.1 -0.3 -0.98
H 2.1586 3.0589 -1.5451 0.6 0.1 -0.2 0.48
H 0.9689 3.6284 -0.9907 -2.5 0.0 0.6 0.49
O 3.1959 -1.0840 -1.5082 2.0 -1.5 1.2 -0.97
H 2.3709 -1.2774 -1.8891 -1.7 -0.4 -0.9 0.48
H 3.3098 -0.1576 -1.5771 0.0 1.5 -0.1 0.48
O 0.1821 -2.9581 -1.1146 0.0 -0.1 -1.3 -0.97
H -0.6869 -2.9514 -1.5435 0.3 0.0 0.4 0.47
H 0.0324 -3.0009 -0.1742 -0.4 0.0 0.6 0.48
O -3.7244 1.2312 -0.5061 -1.6 0.6 -2.2 -0.95
H -4.4061 0.9686 0.0798 -1.5 -0.2 0.7 0.46
H -3.0022 1.0609 0.0371 2.9 -0.4 1.2 0.49
O 1.0486 -0.6200 -3.4089 0.3 0.0 0.8 -0.99
H 0.6428 -0.5300 -4.2472 -0.2 0.2 -1.8 0.47
H 0.2280 -0.6115 -2.8829 -0.3 0.0 1.0 0.51
O -1.2891 -0.1823 -2.0302 0.3 -0.2 0.5 -0.98
H -1.6468 -0.8534 -1.4339 -0.4 -0.4 -0.2 0.49
H -0.9968 0.3965 -1.3012 -0.1 0.6 -0.1 0.51
O 2.2821 -1.8357 2.0918 0.4 -1.4 -0.2 -0.96
H 2.0073 -1.2234 1.4102 0.1 0.2 -0.4 0.50
H 2.1535 -1.3642 2.8970 -0.1 0.6 1.0 0.47
O -2.0986 -1.7389 1.0339 -0.5 -2.3 -0.1 -1.01
H -1.4333 -2.4043 1.3027 -0.7 0.5 -0.2 0.47
H -1.6385 -0.9120 1.0111 0.2 1.8 -0.3 0.49
O -1.0204 3.0951 -0.8080 0.4 -0.4 0.5 -1.02
H -1.6834 3.1445 -1.5015 -0.2 -0.3 0.2 0.48
H -1.2275 2.3079 -0.2104 -0.2 0.5 -0.5 0.51
O -3.2453 1.8703 2.4158 -1.7 1.2 1.1 -0.98
H -3.2510 1.3676 3.2240 0.1 -0.3 0.3 0.45
H -2.6304 1.4496 1.8364 1.7 -0.8 -1.0 0.50
O 2.6805 1.4874 -2.4290 0.6 0.1 -0.6 -0.97
H 1.9875 0.9128 -2.7633 -1.1 -0.5 0.1 0.50
H 3.2720 1.3733 -3.1822 0.5 0.5 0.2 0.47
O 0.0212 -3.3557 1.6390 -1.5 -3.6 -1.1 -0.97
H 0.3888 -4.2542 1.4113 -0.7 1.3 0.4 0.49
H 0.7610 -2.8891 1.9270 2.7 1.8 1.0 0.50

---

Energy above the lowest of the compared OMol25 structures with the same formula, charge and spin, record by record: 0.552, 2.360, 2.285, 0.000, 1.966, 0.688 eV